Run one
{
  "formula": "C3H4O3",
  "method": "ωB97M-V with the def2-TZVPD basis set",
  "species": ["O", "C", "C", "O", "C", "O", "H", "H", "H", "H"],
  "coordinates": [[1.889, 0.731, -0.242], [1.365, -0.330, 0.511], [-0.114, -0.525, 0.595], [-0.666, 0.319, -0.272], [-2.063, 0.182, -0.380], [-2.567, -0.644, -1.063], [1.290, 0.887, -0.984], [1.719, -1.319, 0.157], [1.739, -0.244, 1.538], [-2.573, 0.961, 0.201]],
  "lowdin_charge": [-0.052, -0.291, 0.036, -0.051, -0.275, 0.145, 0.082, 0.129, 0.125, 0.152],
  "e_lumo_ev": 0.458,
  "gap_ev": 9.876,
  "spin_multiplicity": 1,
  "homo_energy_ha": -0.3461
}

***

Run two
{
  "formula": "C3H4O3",
  "method": "ωB97M-V with the def2-TZVPD basis set",
  "species": ["C", "C", "C", "O", "O", "O", "H", "H", "H", "H"],
  "coordinates": [[1.993, 0.626, 0.365], [-0.548, 0.405, -0.062], [-0.951, -1.017, -0.203], [2.624, -0.329, 0.096], [-0.969, 1.441, -0.834], [-1.249, 1.383, 0.569], [2.248, 1.600, 0.770], [-0.086, -1.624, -0.468], [-1.709, -1.120, -0.982], [-1.353, -1.366, 0.750]],
  "lowdin_charge": [-0.027, -0.394, -0.019, 0.042, 0.032, 0.034, 0.073, 0.076, 0.092, 0.091],
  "e_lumo_ev": [0.513, 0.444],
  "gap_ev": [8.769, 8.604],
  "spin_multiplicity": 1,
  "homo_energy_ha": [-0.3034, -0.2999]
}

***

Run three
{
  "formula": "C3H4O3",
  "method": "ωB97M-V with the def2-TZVPD basis set",
  "species": ["O", "C", "C", "O", "C", "O", "H", "H", "H", "H"],
  "coordinates": [[1.989, -0.814, -0.696], [0.882, -0.531, -0.309], [0.657, 0.805, 0.270], [-0.745, 1.023, 0.005], [-1.290, -0.287, -0.013], [-0.277, -1.142, -0.571], [1.622, 1.017, -0.358], [0.862, 0.940, 1.337], [-2.173, -0.334, -0.656], [-1.526, -0.678, 0.991]],
  "lowdin_charge": [0.110, -0.520, -0.076, -0.058, -0.149, 0.085, 0.182, 0.141, 0.143, 0.142],
  "smiles": "O=C1COCO1",
  "e_lumo_ev": 0.784,
  "gap_ev": 11.470,
  "spin_multiplicity": 1,
  "homo_energy_ha": -0.3927
}

***

We find run three to be the most stable, with the next structure 35.9 kcal/mol higher.

***

Run one
{
  "formula": "C3H4O3",
  "method": "ωB97M-V with the def2-TZVPD basis set",
  "species": ["C", "C", "C", "O", "O", "O", "H", "H", "H", "H"],
  "coordinates": [[-1.392, -0.696, 0.339], [1.393, -0.363, -0.306], [0.026, 0.270, -0.044], [-2.478, -0.456, -0.068], [0.952, 0.014, 0.978], [-0.098, 1.595, -0.465], [-1.103, -1.277, 1.168], [1.609, -1.422, -0.651], [2.000, 0.325, -0.793], [-0.910, 2.009, -0.158]],
  "lowdin_charge": [-0.087, -0.066, -0.398, 0.091, -0.020, 0.057, 0.101, 0.134, 0.083, 0.105],
  "smiles": "O=C[C@]1(O)CO1",
  "e_lumo_ev": 0.531,
  "gap_ev": 10.596,
  "spin_multiplicity": 1,
  "homo_energy_ha": -0.3699
}

***

Run two
{
  "formula": "C3H4O3",
  "method": "ωB97M-V with the def2-TZVPD basis set",
  "species": ["O", "C", "O", "C", "C", "O", "H", "H", "H", "H"],
  "coordinates": [[-2.099, -1.621, -0.617], [-1.183, -0.908, -0.347], [-0.649, -0.759, 0.975], [0.528, 0.011, 1.010], [0.474, 0.753, -0.717], [-0.505, -0.077, -1.298], [0.503, 0.721, 1.874], [1.412, -0.639, 1.090], [0.113, 1.788, -0.635], [1.407, 0.731, -1.335]],
  "lowdin_charge": [0.168, -0.432, -0.021, -0.060, -0.059, -0.022, 0.114, 0.099, 0.098, 0.115],
  "smiles": "O=C1OCCO1",
  "e_lumo_ev": 0.807,
  "gap_ev": 11.900,
  "spin_multiplicity": 1,
  "homo_energy_ha": -0.4077
}

***

Run three
{
  "formula": "C3H4O3",
  "method": "ωB97M-V with the def2-TZVPD basis set",
  "species": ["O", "C", "C", "O", "C", "O", "H", "H", "H", "H"],
  "coordinates": [[-1.729, 0.450, 1.582], [-0.903, 0.252, 0.739], [0.613, 0.165, 0.842], [1.032, 0.404, -0.486], [0.039, -0.214, -1.251], [-1.192, -0.010, -0.561], [0.852, -0.859, 1.170], [1.089, 0.859, 1.533], [0.230, -1.295, -1.331], [-0.032, 0.248, -2.236]],
  "lowdin_charge": [0.140, -0.446, -0.081, -0.067, -0.183, 0.065, 0.143, 0.142, 0.142, 0.144],
  "smiles": "O=C1COCO1",
  "e_lumo_ev": 0.789,
  "gap_ev": 11.316,
  "spin_multiplicity": 1,
  "homo_energy_ha": -0.3869
}

***

We find run three to be the most stable, with the next structure 18.4 kcal/mol higher.

***

Run one
{
  "formula": "C3H4O3",
  "method": "ωB97M-V with the def2-TZVPD basis set",
  "species": ["O", "C", "O", "C", "C", "O", "H", "H", "H", "H"],
  "coordinates": [[-1.362, -1.595, 0.528], [-0.807, -0.389, 0.300], [-1.209, 0.402, -0.740], [0.218, 0.027, -0.779], [0.815, 0.798, 0.378], [-0.179, 0.279, 1.316], [-0.663, -1.739, -0.217], [0.629, -0.131, -1.786], [1.809, 0.463, 0.685], [0.749, 1.884, 0.315]],
  "lowdin_charge": [0.131, -0.664, 0.082, -0.093, -0.078, 0.050, 0.160, 0.154, 0.133, 0.127],
  "e_lumo_ev": 0.865,
  "gap_ev": 10.614,
  "spin_multiplicity": 1,
  "homo_energy_ha": -0.3583
}

***

Run two
{
  "formula": "C3H4O3",
  "method": "ωB97M-V with the def2-TZVPD basis set",
  "species": ["C", "C", "C", "H", "H", "H", "H", "O", "O", "O"],
  "coordinates": [[0.404, 0.217, -1.147], [-0.066, 0.159, 0.255], [-0.167, -0.988, 1.146], [-0.656, 1.871, -0.963], [-0.358, 1.089, 0.540], [-0.224, -2.055, 0.570], [-0.905, -0.946, 1.888], [-0.432, 1.191, -1.858], [1.368, -0.405, -1.564], [1.036, -0.131, 1.134]],
  "lowdin_charge": [-0.386, -0.267, -0.042, 0.206, 0.100, 0.180, 0.087, -0.018, 0.142, -0.001],
  "smiles": "O=C(O)[C@H]1CO1",
  "e_lumo_ev": 0.254,
  "gap_ev": 11.180,
  "spin_multiplicity": 1,
  "homo_energy_ha": -0.4015
}

***

Run three
{
  "formula": "C3H4O3",
  "method": "ωB97M-V with the def2-TZVPD basis set",
  "species": ["O", "C", "C", "O", "C", "O", "H", "H", "H", "H"],
  "coordinates": [[-0.427, 2.051, -0.193], [0.036, 0.771, -0.493], [0.526, -1.354, 1.029], [0.489, -1.942, -0.028], [-0.940, -0.037, -0.906], [-1.937, -0.589, -1.145], [0.045, 2.649, -0.779], [1.102, 0.589, -0.576], [-0.386, -1.103, 1.613], [1.491, -1.037, 1.477]],
  "lowdin_charge": [-0.022, -0.215, -0.160, -0.035, -0.177, 0.200, 0.094, 0.118, 0.101, 0.095],
  "smiles": "O=C=CO.C=O",
  "e_lumo_ev": 0.305,
  "gap_ev": 9.062,
  "spin_multiplicity": 1,
  "homo_energy_ha": -0.3218
}

***

Run four
{
  "formula": "C3H4O3",
  "method": "ωB97M-V with the def2-TZVPD basis set",
  "species": ["O", "C", "C", "O", "C", "O", "H", "H", "H", "H"],
  "coordinates": [[1.090, 1.097, 0.472], [0.637, 0.089, -0.298], [0.450, -1.199, 0.310], [-0.780, -0.875, -0.231], [-1.812, 1.100, 0.007], [-2.896, 0.793, -0.150], [1.205, 1.917, -0.033], [0.647, 0.268, -1.363], [0.466, -1.158, 1.403], [0.994, -2.031, -0.117]],
  "lowdin_charge": [0.045, -0.248, -0.232, -0.162, 0.015, 0.063, 0.123, 0.151, 0.131, 0.114],
  "e_lumo_ev": 0.570,
  "gap_ev": 10.505,
  "spin_multiplicity": 1,
  "homo_energy_ha": -0.3651
}

***

We find run three to be the most stable, with the next structure 2.4 kcal/mol higher.

***

Run one
{
  "formula": "CH10O3S",
  "method": "ωB97M-V with the def2-TZVPD basis set",
  "species": ["C", "S", "H", "H", "H", "H", "H", "H", "O", "H", "H", "O", "H", "H", "O"],
  "coordinates": [[-0.299, -2.865, -0.303], [0.550, -2.008, -1.674], [-1.396, -2.694, -0.258], [-0.112, -3.998, -0.476], [0.187, -2.584, 0.638], [1.380, -2.884, -1.939], [-1.973, 2.284, 2.008], [-0.437, 2.321, 1.636], [-1.262, 1.845, 1.552], [1.497, 3.444, 0.166], [1.450, 1.951, 0.452], [1.205, 2.819, 0.876], [0.191, 0.147, -1.060], [-0.920, 1.170, -0.593], [-0.060, 1.053, -1.024]],
  "lowdin_charge": [-0.450, 0.722, 0.039, 0.059, 0.020, -0.223, 0.031, -0.012, -0.058, 0.074, 0.059, -0.098, -0.112, 0.033, -0.083],
  "smiles": "CS.O.O.O",
  "e_lumo_ev": 0.748,
  "gap_ev": 10.236,
  "spin_multiplicity": 1,
  "homo_energy_ha": -0.3487
}

***

Run two
{
  "formula": "CH10O3S",
  "method": "ωB97M-V with the def2-TZVPD basis set",
  "species": ["C", "S", "H", "H", "H", "H", "H", "H", "O", "H", "H", "O", "H", "H", "O"],
  "coordinates": [[-1.608, 0.140, -2.817], [-1.000, 0.683, -1.208], [-0.805, 0.278, -3.543], [-2.367, 0.856, -3.130], [-1.976, -0.876, -2.872], [-0.881, -0.496, -0.642], [-0.471, -1.350, 1.784], [-0.557, -2.823, 1.403], [0.052, -2.097, 1.572], [1.496, 1.584, 3.194], [1.353, 1.161, 1.756], [0.837, 1.470, 2.485], [2.595, -0.400, -0.271], [1.589, -1.054, 0.722], [2.292, -0.427, 0.631]],
  "lowdin_charge": [-0.495, 0.654, 0.017, 0.018, 0.031, -0.203, 0.020, 0.058, -0.032, 0.048, -0.025, -0.067, 0.040, -0.019, -0.045],
  "smiles": "CS.O.O.O",
  "e_lumo_ev": 0.506,
  "gap_ev": 9.577,
  "spin_multiplicity": 1,
  "homo_energy_ha": -0.3333
}

***

We find run two to be the most stable, with the next structure 7.0 kcal/mol higher.

***

Run one
{
  "formula": "C5H11NO2",
  "method": "ωB97M-V with the def2-TZVPD basis set",
  "species": ["C", "C", "C", "C", "O", "O", "H", "H", "H", "H", "H", "H", "H", "H", "C", "N", "H", "H", "H"],
  "coordinates": [[-1.002, 0.142, -0.543], [-2.031, -0.948, -0.237], [0.118, 0.130, 1.812], [0.265, -0.044, 0.310], [-0.650, 0.152, -1.916], [1.004, -1.081, -0.081], [-0.087, -0.622, -2.061], [-1.434, 1.125, -0.337], [-2.409, -0.865, 0.783], [-2.868, -0.854, -0.928], [-1.579, -1.932, -0.364], [-0.419, 1.048, 2.057], [1.100, 0.145, 2.283], [-0.437, -0.715, 2.224], [2.274, 1.326, -0.709], [2.904, 0.328, -0.847], [2.020, -0.686, -0.452], [2.255, 2.380, -0.926], [0.977, 0.970, -0.069]],
  "lowdin_charge": [-0.392, -0.033, -0.022, -0.488, -0.032, -0.068, 0.094, 0.147, 0.077, 0.082, 0.088, 0.085, 0.086, 0.083, -0.069, 0.090, 0.074, 0.099, 0.099],
  "smiles": "C[C@H](O)[C@@H](C)O.C#N",
  "e_lumo_ev": 0.478,
  "gap_ev": 10.449,
  "spin_multiplicity": 1,
  "homo_energy_ha": -0.3664
}

***

Run two
{
  "formula": "C5H11NO2",
  "method": "ωB97M-V with the def2-TZVPD basis set",
  "species": ["C", "O", "C", "C", "C", "C", "N", "O", "H", "H", "H", "H", "H", "H", "H", "H", "H", "H", "H"],
  "coordinates": [[-1.975, 0.164, 0.051], [-2.328, -1.226, -0.141], [-0.910, 0.333, 1.145], [0.164, -0.750, 1.100], [1.006, -0.886, -0.189], [1.352, 0.551, -0.664], [2.295, 1.153, 0.176], [0.587, 0.997, -1.563], [-2.938, 0.558, 0.400], [-1.541, 0.452, -0.918], [-1.673, -1.703, -0.652], [-1.274, 0.370, 2.180], [-0.400, 1.322, 0.951], [0.856, -0.396, 1.877], [-0.252, -1.739, 1.314], [0.433, -1.317, -1.046], [1.924, -1.482, -0.041], [2.901, 0.477, 0.678], [2.552, 0.628, -0.974]],
  "lowdin_charge": [-0.218, -0.099, -0.185, -0.209, -0.128, -0.653, 0.186, 0.020, 0.122, 0.105, 0.059, 0.114, 0.124, 0.107, 0.113, 0.119, 0.114, 0.094, 0.214],
  "e_lumo_ev": -0.009,
  "gap_ev": 9.941,
  "spin_multiplicity": 1,
  "homo_energy_ha": -0.3657
}

***

We find run one to be the most stable, with the next structure 28.1 kcal/mol higher.

***

Run one
{
  "formula": "C5H11NO2",
  "method": "ωB97M-V with the def2-TZVPD basis set",
  "species": ["C", "N", "C", "C", "O", "C", "O", "C", "H", "H", "H", "H", "H", "H", "H", "H", "H", "H", "H"],
  "coordinates": [[0.582, 1.287, 0.680], [-0.240, 0.436, -0.134], [0.230, -0.931, -0.340], [-0.219, -1.479, -1.612], [-1.833, -1.875, -1.618], [0.417, -1.809, 0.978], [0.141, -1.249, 2.176], [0.223, 2.785, 0.349], [0.501, 0.977, 1.812], [1.703, 1.179, 0.493], [-1.084, 0.366, 0.478], [-0.200, -2.753, 0.754], [0.181, -2.504, -1.895], [-0.184, -0.696, -2.413], [-2.253, -1.004, -1.374], [1.467, -2.260, 0.894], [-0.791, 3.112, 0.706], [0.935, 3.401, 0.827], [0.423, 3.015, -0.761]],
  "lowdin_charge": [-0.300, -0.039, -0.086, -0.097, -0.123, -0.361, -0.179, -0.098, 0.134, 0.132, 0.157, 0.178, 0.136, 0.124, 0.071, 0.143, 0.080, 0.033, 0.094],
  "e_lumo_ev": -2.339,
  "gap_ev": 6.384,
  "spin_multiplicity": 1,
  "homo_energy_ha": -0.3206
}

***

Run two
{
  "formula": "C5H11NO2",
  "method": "ωB97M-V with the def2-TZVPD basis set",
  "species": ["C", "C", "C", "C", "C", "O", "O", "N", "H", "H", "H", "H", "H", "H", "H", "H", "H", "H", "H"],
  "coordinates": [[-1.075, -1.356, -0.062], [0.222, 0.367, 0.861], [-0.433, -1.464, -1.284], [0.764, 0.557, 2.238], [1.170, 0.156, -1.756], [-2.306, -0.771, 0.082], [-0.557, 1.381, 0.381], [0.946, 1.305, -2.171], [-2.350, 0.007, -0.488], [-0.633, 2.108, 1.014], [-0.872, -2.044, 0.747], [0.855, -0.069, 0.069], [0.200, 1.798, -1.662], [0.306, -2.243, -1.403], [-0.932, -1.110, -2.178], [1.981, -0.448, -2.181], [-0.050, 0.590, 2.969], [1.436, -0.259, 2.502], [1.330, 1.498, 2.325]],
  "lowdin_charge": [-0.292, -0.272, -0.051, -0.065, -0.155, -0.024, -0.029, 0.038, 0.094, 0.115, 0.117, 0.033, 0.038, 0.068, 0.077, 0.060, 0.085, 0.079, 0.086],
  "e_lumo_ev": [0.520, 0.350],
  "gap_ev": [7.562, 7.396],
  "spin_multiplicity": 1,
  "homo_energy_ha": [-0.2588, -0.2589]
}

***

We find run two to be the most stable, with the next structure 2.4 kcal/mol higher.